92
Properties=species:S:1:pos:R:3:forces:R:3 method="wB97M-V/def2-TZVPD" relative_energy_ev=0.923 multiplicity=1 energy_ha=-8163.73255 total_charge=-2 gap_ev=3.857
H -1.055 -3.213 -1.535 0.0 0.0 0.0
H -4.439 0.553 1.913 0.0 0.0 0.0
Si -2.522 0.396 -0.430 0.2 0.0 0.0
H 2.228 1.396 -0.934 0.0 0.0 0.0
H 4.003 -0.995 -1.965 0.0 0.0 0.0
H 2.724 -5.887 -3.249 0.0 0.0 0.0
H -1.492 -5.199 -2.929 0.0 0.0 0.0
C 4.336 -1.593 -1.125 0.0 -0.2 0.0
C -0.471 -4.912 -2.705 0.0 0.0 0.0
C -5.168 3.343 -1.790 0.0 0.0 0.0
C 5.669 -1.976 -1.040 0.0 0.1 0.0
H -4.296 1.539 -2.542 0.0 0.0 0.0
Br 4.815 0.412 6.323 0.0 0.0 0.0
C 4.660 0.703 3.510 0.0 0.0 0.1
H 3.157 -3.879 -1.917 0.0 0.0 0.0
C -0.883 2.814 -1.913 0.0 0.0 0.1
H -2.033 -0.675 3.543 0.0 0.0 0.0
C 6.116 -2.723 0.039 0.0 0.0 0.0
C 5.222 -3.102 1.032 0.0 0.0 0.0
Pd -0.490 0.479 0.557 -0.5 0.0 0.3
H 1.595 2.154 -5.099 0.0 0.0 0.0
H 2.356 2.913 -2.869 0.0 0.0 0.0
H 5.563 -3.674 1.886 0.0 0.0 0.0
C 3.924 0.470 4.635 0.0 0.0 -0.1
H -1.158 3.369 -3.942 0.0 0.0 0.0
C 0.588 -5.675 -3.183 0.0 0.0 0.0
Sb 1.365 -1.586 -0.428 0.3 0.0 -0.5
H -0.378 0.098 6.309 0.0 0.0 0.0
N 0.578 0.343 3.119 0.0 0.1 -0.1
C 0.302 0.173 5.468 0.0 0.0 0.0
C -0.216 0.275 4.156 0.0 0.0 0.0
H -4.487 -4.160 0.456 0.0 0.0 0.0
H 2.072 0.159 6.657 0.0 0.0 0.0
C 1.080 -3.387 -1.635 0.0 0.1 0.0
H -1.902 1.013 3.093 0.0 0.0 0.0
N -0.608 2.417 0.526 0.1 -0.1 -0.1
C -4.480 -3.125 0.780 0.0 0.0 0.0
C 1.928 1.051 -1.913 -0.1 0.0 0.0
C 2.001 1.899 -3.008 0.0 0.0 0.0
H -5.841 -3.457 2.413 0.0 0.0 0.0
H 6.364 -1.660 -1.809 0.0 0.0 0.0
C 3.883 -2.747 0.930 -0.1 0.0 0.1
C 1.652 0.203 5.660 0.0 0.0 0.0
C -5.213 -1.404 2.275 0.0 0.0 0.0
C 1.035 0.203 -4.404 0.0 0.0 0.0
C 1.889 -5.297 -2.887 0.0 0.0 0.0
C -3.654 -0.851 0.487 0.0 0.0 0.0
H -0.274 4.963 0.642 0.0 0.0 0.0
C -0.550 5.514 -1.407 0.0 0.0 0.0
C 2.130 -4.158 -2.124 0.0 0.0 -0.1
H 3.187 -3.062 1.701 0.0 0.0 0.0
H -5.804 -1.081 3.126 0.0 0.0 0.0
H -5.858 5.121 -0.799 0.0 0.0 0.0
C -3.620 1.939 -0.547 0.0 0.0 0.0
C -0.807 5.107 -2.725 0.0 0.0 0.1
C -4.364 2.214 -1.695 -0.1 0.0 0.0
H -0.971 1.756 -2.139 0.0 0.0 0.0
C 2.693 0.444 2.039 0.0 0.0 0.1
H -2.253 0.570 4.790 0.0 0.0 0.0
H -2.569 -0.172 -1.825 0.0 0.0 0.0
H -3.118 -2.516 -0.751 0.0 0.0 0.0
C -0.655 3.191 -0.542 0.0 0.1 0.0
C -4.511 3.977 0.427 0.0 0.0 0.0
O 2.139 0.340 0.893 0.1 0.0 0.0
C 4.050 0.716 2.249 0.0 0.0 0.0
C -5.247 4.228 -0.724 0.0 0.0 0.0
H 0.664 -0.128 -5.367 0.0 0.0 0.0
H -0.409 6.571 -1.191 0.0 0.0 0.0
C -1.691 0.302 3.892 -0.1 0.0 0.0
H -5.717 3.541 -2.704 0.0 0.0 0.0
H 0.553 -1.650 -3.450 0.0 0.0 0.0
C 1.563 1.476 -4.255 0.0 0.0 0.0
H -3.072 2.709 1.377 0.0 0.0 0.0
S -0.313 -1.973 1.055 0.1 -0.1 0.2
C -0.473 4.618 -0.368 0.0 -0.1 0.0
C 3.434 -1.991 -0.146 -0.1 -0.1 0.1
C -3.706 -2.193 0.102 0.0 0.0 0.0
C -3.705 2.850 0.509 0.0 0.0 0.0
H -4.538 4.680 1.252 0.0 0.0 0.0
H 7.161 -2.999 0.114 0.0 0.0 0.0
C -4.433 -0.482 1.588 0.0 0.0 0.0
C -0.969 3.738 -2.935 0.0 0.0 0.0
C 1.414 -0.235 -2.068 0.1 0.1 0.1
C 2.518 0.327 4.552 0.0 0.0 0.0
H 0.398 -6.559 -3.781 0.0 0.0 0.0
C 1.914 0.350 3.272 0.0 0.0 0.1
C -5.238 -2.734 1.876 0.0 0.0 0.0
C 0.963 -0.657 -3.313 0.0 0.0 0.0
H -0.871 5.820 -3.538 0.0 0.0 0.0
Br 5.136 1.238 0.780 0.0 -0.1 -0.1
H 5.725 0.878 3.577 0.0 0.0 0.0
C -0.224 -3.786 -1.932 0.0 0.0 0.1

***

14
Properties=species:S:1:pos:R:3:forces:R:3 method="wB97M-V/def2-TZVPD" relative_energy_ev=3.832 multiplicity=1 energy_ha=-233.24619 gap_ev=8.615
H -2.547 0.566 -0.988 -0.3 0.3 -0.3
H 2.118 -0.566 -1.150 -0.4 0.1 -1.3
C 0.016 -0.838 -0.404 -0.6 0.7 0.6
C -2.183 0.467 0.020 -0.3 0.6 1.6
H -2.819 -0.245 0.551 0.3 -0.4 -0.2
C 0.265 1.470 0.340 -2.5 -2.2 -0.6
H -0.515 -1.760 -0.609 0.7 -0.4 -0.3
C 1.565 0.836 0.317 -2.8 -0.7 0.1
H 1.346 0.569 1.351 0.4 0.5 1.4
C 1.478 -0.538 -0.288 0.8 -0.4 -0.9
C -0.731 0.195 0.008 2.6 2.7 0.1
H -2.282 1.404 0.627 -0.3 -0.5 -1.0
H 2.021 -1.262 0.266 0.2 -1.0 1.1
H 2.270 1.592 0.238 2.2 0.5 -0.3

***

6
Properties=species:S:1:pos:R:3:forces:R:3 method="wB97M-V/def2-TZVPD" relative_energy_ev=0.179 multiplicity=1 energy_ha=-1138.75386 gap_ev=9.278
S -1.355 0.662 0.678 -1.4 -0.1 -0.1
N 1.282 -0.373 -0.539 1.3 -0.3 0.1
O -1.742 1.591 -0.337 0.4 0.0 0.2
O 0.008 0.523 1.062 0.0 1.0 0.8
Cl -0.105 -1.582 -1.146 -0.4 -0.5 -0.4
O 1.912 -0.821 0.281 0.1 0.0 -0.7

***

73
Properties=species:S:1:pos:R:3:forces:R:3 method="wB97M-V/def2-TZVPD" multiplicity=1 energy_ha=-7826.03932 total_charge=+1 gap_ev=5.680
Te -2.447 4.962 -1.735 0.0 0.0 0.1
C 1.256 0.410 2.501 0.1 0.0 0.0
C -2.535 0.157 -2.990 0.0 0.1 0.0
P -1.364 -0.517 1.945 0.0 0.1 0.0
C 1.627 -1.217 4.701 0.1 0.0 0.0
H -5.871 0.661 -2.719 0.0 0.0 0.0
C -3.149 -0.552 4.023 0.0 0.0 0.0
C 0.448 -3.148 -0.676 0.0 0.0 0.0
Te -1.775 5.634 0.766 0.0 0.0 -0.1
H 1.439 -3.530 -0.885 0.0 0.0 0.0
H 3.586 2.646 -5.254 0.0 0.0 0.0
C -3.473 -3.304 4.140 0.0 0.0 0.0
Ta 0.444 2.286 -0.425 0.5 -0.6 -1.0
C -3.878 0.154 -3.332 0.0 0.0 0.0
O 1.884 1.753 -1.608 0.0 0.0 -0.3
H 5.682 4.028 -3.487 0.0 0.0 0.0
C 0.442 -1.292 3.983 -0.1 0.1 0.0
C -2.456 -1.368 3.128 0.0 0.0 0.0
C -0.621 -3.524 -1.475 0.0 0.0 0.0
H 4.993 1.846 -4.527 0.0 0.0 0.0
H 3.550 -0.277 4.906 0.0 0.0 0.0
C 4.293 2.677 -4.424 0.0 0.0 0.0
H 1.096 -2.017 1.021 0.0 0.0 0.0
C -2.628 -2.749 3.191 0.0 0.0 0.0
H -3.034 0.525 3.967 0.0 0.0 0.0
H -1.794 -0.250 -3.667 0.0 0.0 0.0
Se -0.193 3.940 -2.210 0.1 0.1 0.1
H -3.604 -4.378 4.180 0.0 0.0 0.0
O 3.293 0.003 -2.681 0.1 0.1 0.0
H -0.330 -1.979 4.303 0.0 0.0 0.0
C 1.131 1.257 1.342 -0.3 -0.3 0.5
H 2.977 -0.510 -0.065 0.0 0.0 0.0
H 4.671 -0.913 0.250 0.0 0.0 0.0
H -0.208 0.573 -2.339 0.0 -0.1 -0.1
C 2.447 0.484 3.239 0.0 0.0 -0.1
H 1.765 -1.858 5.562 0.0 0.0 0.0
C 0.227 -0.484 2.873 0.1 0.0 -0.1
H -0.465 -4.193 -2.311 0.0 0.0 0.0
H -4.804 -2.923 5.778 0.0 0.0 0.0
H -3.086 -1.789 0.065 0.0 0.0 0.0
H 4.541 1.005 -1.334 0.0 0.0 0.0
N -0.713 0.630 -1.438 0.2 0.4 0.4
O 1.993 2.100 0.993 -0.3 0.0 -0.3
C -2.092 -2.176 -0.133 0.0 0.0 0.0
C 0.252 -2.290 0.400 0.0 0.0 0.0
H 3.214 1.182 2.929 0.0 0.0 0.0
C -3.982 -1.110 4.981 0.0 0.0 0.0
P 2.497 1.329 -3.019 0.1 -0.2 0.1
C 5.002 4.003 -4.338 0.0 0.0 0.0
H -2.761 1.601 0.068 0.0 0.0 0.0
C 3.895 -0.892 -0.516 0.0 0.0 0.0
H -2.102 -3.395 2.498 0.0 0.0 0.0
C 4.331 -0.013 -1.663 0.0 0.0 0.0
Se -0.946 3.313 1.336 -0.4 0.4 0.6
C -4.418 1.186 -1.232 0.0 0.0 0.0
C -2.143 0.692 -1.771 -0.1 0.0 0.0
C -1.894 -3.040 -1.197 0.0 0.0 0.0
H -4.186 -0.254 -4.285 0.0 0.0 0.0
C -1.021 -1.796 0.685 0.0 0.0 -0.1
H 3.715 -1.911 -0.858 0.0 0.0 0.0
H 4.284 4.816 -4.240 0.0 0.0 0.0
H -2.733 -3.330 -1.817 0.0 0.0 0.0
H -0.543 -0.260 -0.959 0.0 0.0 0.0
C 2.633 -0.329 4.336 0.0 0.0 0.0
C -3.073 1.202 -0.886 0.0 0.0 0.0
H -5.148 1.586 -0.541 0.0 0.0 0.0
C -4.822 0.667 -2.452 0.0 0.0 0.0
C -4.146 -2.487 5.038 0.0 0.0 0.0
Te 0.991 0.969 -4.728 0.0 0.0 0.1
H 5.219 -0.408 -2.154 0.0 0.0 0.0
H -4.511 -0.470 5.675 0.0 0.0 0.0
H 5.583 4.162 -5.247 0.0 0.0 0.0
O 3.551 2.492 -3.185 0.0 0.0 0.0

***

85
Properties=species:S:1:pos:R:3:forces:R:3 method="wB97M-V/def2-TZVPD" s2=8.76 multiplicity=6 energy_ha=-4238.98489 gap_ev="6.494 / 6.717"
C -2.827 0.608 -2.011 0.1 0.0 0.0
N 3.686 0.434 1.671 0.0 -0.2 0.2
H 5.599 1.287 1.537 0.0 0.0 0.0
H 2.954 3.233 -1.758 0.0 0.0 0.0
O 1.590 1.129 0.345 -0.3 0.1 0.2
H 4.595 0.214 -0.662 0.0 0.0 0.0
H -2.206 3.837 -1.115 0.0 0.0 0.0
C -0.365 -2.109 -5.404 0.0 0.1 0.0
C -1.712 -4.292 1.171 -0.2 -0.1 0.1
H -2.853 -3.296 2.675 0.0 0.0 0.0
S 0.485 0.779 -2.702 0.1 -0.1 -0.2
H -3.036 -2.594 -3.412 0.0 0.0 0.0
C 2.905 -0.563 2.404 0.1 0.1 0.0
C -2.386 3.536 1.623 0.0 0.0 0.0
H 4.615 3.272 2.282 0.0 0.0 0.0
H 5.560 -0.408 2.030 0.0 0.0 0.0
H 0.502 2.820 1.629 0.0 0.0 0.0
H -3.406 0.706 0.054 0.0 0.0 0.0
N -2.081 -0.650 -1.822 0.1 -0.1 0.0
C 3.624 3.426 -0.913 0.1 0.0 0.1
H -2.027 -3.476 -5.463 0.0 0.0 0.0
C -2.444 2.831 3.910 0.0 0.0 0.0
H 1.025 3.150 3.281 0.0 0.0 0.0
C -1.976 -5.248 0.235 0.0 -0.1 0.0
C -1.546 -2.663 -4.933 0.0 0.0 0.0
C -1.508 -1.125 -3.064 -0.1 -0.1 0.0
H -2.528 4.316 0.888 0.0 0.0 0.0
H -3.917 -1.722 -1.611 0.0 0.0 0.0
H -3.748 2.172 -0.868 0.0 0.0 0.0
H 0.102 -2.499 -6.300 0.0 0.0 0.0
S -1.194 -0.346 1.753 -0.2 0.1 0.2
H -2.978 -5.066 2.703 0.0 0.0 0.0
H -3.823 0.384 -2.419 0.0 0.0 -0.1
C -0.114 -3.306 -0.324 -0.3 -0.2 -0.2
H 3.140 4.123 -0.233 0.0 0.0 0.0
C -1.763 1.264 2.180 0.0 0.0 0.0
C -1.302 -5.159 -1.003 0.0 -0.1 0.0
H -2.445 -2.614 -1.192 0.0 0.0 0.0
H -1.029 2.802 -1.954 0.0 0.0 0.0
C 3.633 3.533 2.672 0.0 0.0 -0.1
H 3.770 1.036 -1.992 0.0 0.0 0.0
C -2.112 -2.161 -3.772 0.0 0.0 0.0
C -3.010 1.372 -0.712 0.0 -0.1 0.0
H -2.672 -6.047 0.443 0.0 0.0 0.0
H -1.512 -4.261 3.289 0.0 0.0 0.0
S 1.053 -2.114 -0.498 0.5 -0.4 -0.4
H 3.351 -1.550 2.261 0.0 0.0 0.0
H -0.718 -6.270 -2.717 0.0 0.0 0.0
H -1.948 -7.088 -1.710 0.0 0.0 0.0
C 0.224 -1.056 -4.722 0.0 0.0 0.0
H -2.964 4.811 3.246 0.0 0.0 0.0
H -0.656 -2.559 1.482 0.0 -0.1 0.1
C -1.374 3.135 -0.979 0.0 -0.1 0.0
H -0.549 3.648 -0.484 0.0 0.0 0.0
C 5.058 0.557 2.135 0.0 -0.1 -0.1
C -2.011 1.575 3.519 0.0 0.0 0.0
N -0.401 -4.237 -1.268 0.3 0.2 0.3
Mn -0.138 0.100 -0.428 -0.1 0.5 -0.2
H 1.141 -0.613 -5.089 0.0 0.0 0.0
H -2.388 -5.717 -2.738 0.0 0.0 0.0
H 1.111 4.430 2.056 0.0 0.0 0.0
H 3.547 4.623 2.654 0.0 0.0 0.0
N 2.582 2.943 1.863 -0.2 0.2 0.2
P 2.869 1.640 0.902 0.0 -0.1 -0.3
C -2.304 -4.230 2.539 -0.1 0.0 0.0
H -2.632 3.035 4.957 0.0 0.0 0.0
H 1.884 -0.595 2.033 0.0 0.0 0.0
C -1.961 2.273 1.219 -0.1 -0.1 -0.1
H 3.570 3.207 3.716 0.0 0.0 0.0
H 5.433 1.497 -1.551 0.0 0.0 0.0
N 3.962 2.181 -0.215 0.1 0.0 -0.2
C 4.467 1.172 -1.160 0.0 0.1 0.1
H -2.290 1.210 -2.742 0.0 0.0 0.0
H 4.538 3.887 -1.291 0.0 0.0 0.0
H 2.888 -0.340 3.477 0.0 0.0 0.0
H -3.043 -1.363 -0.102 0.0 0.0 0.0
C 1.232 3.356 2.226 0.1 0.0 0.0
N -1.761 1.964 -0.185 -0.1 0.1 0.3
C -0.319 -0.541 -3.541 -0.1 0.0 0.0
H 5.108 0.849 3.189 0.0 0.0 0.0
H -1.842 0.802 4.258 0.0 0.0 0.0
C -1.602 -6.132 -2.101 0.0 0.0 0.0
N -0.828 -3.335 0.844 0.2 0.1 0.2
C -2.629 3.823 2.959 0.0 0.0 0.0
C -2.924 -1.640 -1.148 0.0 0.1 0.0

***

14
Properties=species:S:1:pos:R:3:forces:R:3 method="wB97M-V/def2-TZVPD" relative_energy_ev=2.186 smiles=CC(S)(S)NN multiplicity=1 energy_ha=-986.80230 gap_ev=9.563
N 1.579 0.008 -1.224 2.4 1.5 -2.5
S -2.228 0.764 -0.539 -0.7 -0.4 0.0
H 1.061 0.629 0.759 -1.1 -0.3 1.6
H 1.946 -0.409 -2.188 -1.3 1.1 2.7
H -1.973 -2.057 0.177 -1.1 0.1 0.3
H -0.237 0.079 -2.251 0.7 0.5 1.5
H -0.081 -0.245 1.953 0.0 -0.3 0.1
S -0.707 -1.991 -0.110 1.2 0.9 -0.7
C -0.001 0.438 1.133 1.4 1.0 -3.1
H -3.125 -0.206 -0.954 1.1 0.3 0.3
H 2.118 0.969 -1.153 -1.2 -2.6 -0.3
H -0.460 1.393 1.329 0.0 0.4 0.4
C -0.583 -0.041 -0.239 -1.3 -1.6 1.0
N 0.196 0.404 -1.345 -0.1 -0.5 -1.4

***

Copy entry 6 word for word.
14
Properties=species:S:1:pos:R:3:forces:R:3 method="wB97M-V/def2-TZVPD" relative_energy_ev=2.186 smiles=CC(S)(S)NN multiplicity=1 energy_ha=-986.80230 gap_ev=9.563
N 1.579 0.008 -1.224 2.4 1.5 -2.5
S -2.228 0.764 -0.539 -0.7 -0.4 0.0
H 1.061 0.629 0.759 -1.1 -0.3 1.6
H 1.946 -0.409 -2.188 -1.3 1.1 2.7
H -1.973 -2.057 0.177 -1.1 0.1 0.3
H -0.237 0.079 -2.251 0.7 0.5 1.5
H -0.081 -0.245 1.953 0.0 -0.3 0.1
S -0.707 -1.991 -0.110 1.2 0.9 -0.7
C -0.001 0.438 1.133 1.4 1.0 -3.1
H -3.125 -0.206 -0.954 1.1 0.3 0.3
H 2.118 0.969 -1.153 -1.2 -2.6 -0.3
H -0.460 1.393 1.329 0.0 0.4 0.4
C -0.583 -0.041 -0.239 -1.3 -1.6 1.0
N 0.196 0.404 -1.345 -0.1 -0.5 -1.4